[1]
53
Properties=species:S:1:pos:R:3 method="wB97M-V/def2-TZVPD" total_charge=0 orbital_gap_ev=9.22
Rb -0.45 -0.03 -0.70
O 1.01 -4.67 -1.24
C 0.25 -3.62 -0.95
O -0.16 -2.86 -1.79
C 0.00 -3.44 0.51
C 0.59 -4.23 1.49
C 0.33 -3.93 2.82
C -0.46 -2.83 3.12
C -0.97 -2.08 2.06
N -0.77 -2.39 0.80
C -1.81 -0.85 2.31
O -1.39 -0.07 3.30
O -2.81 -0.64 1.69
H 1.22 -4.66 -2.19
H 1.23 -5.05 1.21
H 0.76 -4.52 3.61
H -0.66 -2.56 4.14
H -0.42 -0.19 3.41
N 3.84 0.04 1.71
C 2.85 0.82 0.93
C 3.36 2.18 0.55
P 2.83 -0.18 -0.65
O 2.03 -1.52 -0.15
O 4.29 -0.54 -0.74
O 2.08 0.46 -1.75
P 1.30 0.82 1.94
O 1.72 1.93 3.08
O 1.27 -0.50 2.65
O 0.13 1.32 1.19
H 4.42 -0.39 0.92
H 3.26 -0.67 2.20
H 4.36 0.60 2.39
H 4.26 2.07 -0.07
H 3.59 2.81 1.41
H 2.60 2.67 -0.06
H 1.27 -1.50 -0.74
H 1.32 2.76 2.84
N -4.93 0.07 -3.45
C -3.94 -0.67 -2.90
N -2.97 0.12 -2.51
C -3.42 1.37 -2.82
N -4.60 1.36 -3.40
C -2.66 2.57 -2.53
C -3.13 3.84 -2.88
N -2.47 4.94 -2.56
C -1.32 4.78 -1.91
C -0.83 3.52 -1.59
N -1.50 2.42 -1.89
H -5.81 -0.21 -3.84
H -3.94 -1.73 -2.82
H -4.06 3.97 -3.41
H -0.80 5.69 -1.65
H 0.11 3.38 -1.07

[2]
62
Properties=species:S:1:pos:R:3 method="wB97M-V/def2-TZVPD" total_charge=+1 orbital_gap_ev=5.99
Au 0.34 -0.86 -1.06
C -2.71 -2.98 -1.65
O -1.70 -2.57 -0.72
C -1.97 -2.62 0.60
C -3.04 -3.33 1.13
C -3.20 -3.43 2.50
C -2.29 -2.84 3.37
C -1.24 -2.12 2.85
C -1.10 -1.97 1.47
N -0.07 -1.11 0.97
N 0.71 -0.60 1.78
C 1.90 -0.02 1.44
C 2.62 -0.53 0.34
O 2.10 -1.47 -0.44
C 3.94 -0.09 0.11
C 4.49 0.84 0.94
C 3.78 1.39 2.05
C 4.37 2.36 2.88
C 3.68 2.88 3.94
C 2.37 2.43 4.21
C 1.77 1.49 3.41
C 2.47 0.95 2.32
H -2.87 -4.05 -1.58
H -3.63 -2.43 -1.47
H -2.32 -2.72 -2.63
H -3.74 -3.83 0.47
H -4.04 -3.99 2.89
H -2.41 -2.94 4.43
H -0.53 -1.63 3.51
H 4.49 -0.52 -0.71
H 5.51 1.17 0.77
H 5.38 2.70 2.67
H 4.13 3.63 4.58
H 1.82 2.85 5.04
H 0.75 1.18 3.60
N 0.47 1.15 -6.09
C 1.01 0.31 -5.19
C 0.49 0.20 -3.89
N 1.05 -0.64 -3.03
C 2.11 -1.39 -3.40
C 2.58 -1.26 -4.69
N 2.05 -0.43 -5.58
H -0.30 1.76 -5.85
H 0.88 1.22 -7.00
H -0.36 0.77 -3.56
H 2.54 -2.05 -2.67
H 3.43 -1.85 -5.02
F -3.76 2.84 -1.95
C -2.66 2.19 -2.22
F -1.62 3.02 -2.27
F -2.78 1.60 -3.42
S -2.33 0.85 -0.95
O -1.45 -0.04 -1.77
O -3.60 0.29 -0.64
N -1.41 1.39 0.16
S -1.81 2.57 1.20
O -0.61 3.09 1.74
O -2.84 3.40 0.67
C -2.58 1.63 2.59
F -1.66 0.83 3.16
F -3.03 2.49 3.49
F -3.59 0.87 2.16

[3]
59
Properties=species:S:1:pos:R:3 method="wB97M-V/def2-TZVPD" total_charge=0 orbital_gap_ev=9.01 smiles="CCCCn1c(SCC(=O)N(CC)[C@H]2CCS(=O)(=O)C2)nc2cc(S(N)(=O)=O)ccc21"
C -3.88 -3.59 1.95
C -3.47 -3.74 0.49
C -2.39 -2.73 0.12
C -1.98 -2.86 -1.36
N -0.99 -1.87 -1.70
C -1.25 -0.57 -2.04
S -2.85 0.08 -2.19
C -2.43 1.77 -1.65
C -1.92 1.72 -0.22
O -2.63 1.19 0.63
N -0.72 2.25 0.09
C 0.16 2.88 -0.87
C -0.25 4.32 -1.18
C -0.41 2.27 1.53
C -0.11 0.85 2.08
C 1.27 0.44 1.65
S 2.24 1.97 1.78
O 3.00 2.07 2.98
O 2.94 2.27 0.54
C 0.78 3.11 1.92
N -0.18 0.17 -2.14
C 0.86 -0.64 -1.77
C 2.18 -0.30 -1.51
C 2.96 -1.29 -0.94
S 4.43 -0.79 -0.06
N 4.87 0.64 -0.79
O 5.50 -1.73 -0.23
O 3.95 -0.55 1.28
C 2.50 -2.58 -0.71
C 1.19 -2.93 -0.99
C 0.36 -1.94 -1.48
H -4.25 -2.59 2.14
H -3.03 -3.77 2.61
H -4.66 -4.30 2.20
H -4.34 -3.58 -0.15
H -3.10 -4.75 0.31
H -2.76 -1.72 0.29
H -1.51 -2.88 0.74
H -1.57 -3.85 -1.56
H -2.85 -2.70 -2.00
H -3.37 2.31 -1.67
H -1.74 2.19 -2.38
H 0.16 2.28 -1.78
H 1.18 2.86 -0.49
H 0.44 4.75 -1.90
H -1.26 4.36 -1.60
H -0.24 4.94 -0.29
H -1.32 2.63 2.03
H -0.88 0.16 1.74
H -0.16 0.90 3.17
H 1.31 0.14 0.61
H 1.75 -0.31 2.27
H 0.73 3.37 2.98
H 0.95 4.00 1.33
H 2.56 0.69 -1.67
H 4.37 1.41 -0.34
H 5.86 0.77 -0.76
H 3.18 -3.28 -0.26
H 0.83 -3.93 -0.79

[4]
9
Properties=species:S:1:pos:R:3 method="wB97M-V/def2-TZVPD" total_charge=0 orbital_gap_ev="6.78 / 6.47"
C -1.28 0.49 -0.43
C -0.53 0.87 0.61
C 1.95 -0.43 0.54
N -0.88 -0.06 -1.59
N 1.36 -0.49 -0.51
O 0.14 1.26 1.51
S 0.56 -0.70 -1.85
I 1.08 -1.54 2.17
H -2.40 0.61 -0.44

[5]
18
Properties=species:S:1:pos:R:3 method="wB97M-V/def2-TZVPD" total_charge=+2 orbital_gap_ev="8.80 / 6.36" multiplicity=3
O 0.52 -0.70 -0.04
C 1.44 -0.35 0.75
O 1.86 0.85 0.63
Pt 0.35 1.11 -0.74
Li 3.48 1.65 1.11
O -1.36 1.27 -1.53
Li -1.05 -1.57 -0.70
C -2.05 0.20 -1.46
O -3.26 0.40 -1.95
C -4.33 -0.38 -1.43
H -5.23 0.24 -1.45
H -4.49 -1.28 -2.04
H -4.10 -0.67 -0.40
C 1.95 -1.27 1.78
C 1.35 -1.43 2.96
H 2.85 -1.82 1.51
H 1.76 -2.11 3.71
H 0.41 -0.94 3.22

[6]
94
Properties=species:S:1:pos:R:3 method="wB97M-V/def2-TZVPD" total_charge=+2 orbital_gap_ev="6.21 / 6.77" multiplicity=6
Fe -0.33 -1.03 -1.88
O 0.34 -3.01 -1.41
C 0.14 -2.54 -0.26
O 0.63 -1.39 0.06
C -0.86 -3.21 0.65
P -2.63 -2.63 0.34
C -2.64 -0.91 1.03
C -1.61 0.04 1.17
C -1.91 2.47 2.52
C -3.11 2.98 2.80
C -4.15 1.92 2.83
C -3.92 -0.47 1.70
C -2.49 -2.26 -1.47
C -2.57 -0.96 -2.01
C -2.21 -0.73 -3.35
C -1.93 -1.82 -4.19
C -2.02 -3.12 -3.69
C -2.27 -3.33 -2.35
H -0.64 -3.04 1.71
H -0.87 -4.28 0.46
H -0.62 -0.47 1.19
H -0.99 3.04 2.53
H -3.31 4.03 2.98
H -5.17 2.10 2.51
H -4.37 -1.28 2.27
H -3.05 -0.17 -1.44
H -2.26 0.27 -3.77
H -1.70 -1.65 -5.23
H -1.86 -3.96 -4.35
H -2.28 -4.35 -1.97
C -6.10 -0.56 0.72
O -4.76 -0.03 0.66
C -3.46 0.65 2.61
O -3.99 0.94 3.88
C -1.96 0.95 2.43
C -0.94 0.27 3.26
As 1.01 0.65 3.22
C 0.91 1.98 4.66
C 1.21 1.88 1.65
C 0.45 2.15 0.59
As -0.88 1.16 -0.44
C -2.37 2.38 -0.68
C 0.70 3.22 -0.43
O 0.43 2.94 -1.59
O 1.01 4.41 0.02
C 1.24 5.46 -0.96
C 2.60 2.51 1.62
O 3.12 2.93 0.63
O 3.20 2.41 2.81
C 4.58 2.85 2.88
C -1.31 -1.04 3.85
O -2.24 -1.70 3.44
O -0.45 -1.43 4.77
C -0.69 -2.68 5.46
H -6.67 -0.07 -0.05
H -6.55 -0.36 1.69
H -6.10 -1.64 0.54
H 0.36 1.50 5.48
H 0.39 2.88 4.35
H 1.92 2.21 4.98
H -2.19 3.31 -0.15
H -3.29 1.92 -0.31
H -2.46 2.58 -1.74
H 1.08 6.39 -0.43
H 0.55 5.36 -1.79
H 2.26 5.39 -1.31
H 4.99 2.38 3.77
H 4.60 3.93 2.98
H 5.12 2.55 2.00
H 0.28 -3.16 5.58
H -1.35 -3.31 4.88
H -1.12 -2.46 6.43
C 5.48 -1.80 -2.34
C 4.90 -0.86 -3.39
N 3.46 -1.10 -3.65
C 3.13 -2.04 -4.74
C 2.72 -3.42 -4.25
C 2.49 -0.55 -2.93
C 2.83 0.33 -1.75
N 1.21 -0.76 -3.19
H 6.53 -1.56 -2.17
H 5.42 -2.84 -2.66
H 4.95 -1.70 -1.39
H 5.42 -1.00 -4.33
H 5.05 0.17 -3.10
H 4.01 -2.12 -5.36
H 2.35 -1.60 -5.36
H 3.57 -3.95 -3.81
H 2.36 -4.02 -5.09
H 1.93 -3.37 -3.49
H 3.76 0.87 -1.85
H 2.87 -0.29 -0.85
H 2.02 1.05 -1.63
H 1.08 -1.36 -3.99

[7]
80
Properties=species:S:1:pos:R:3 method="wB97M-V/def2-TZVPD" total_charge=0 orbital_gap_ev="6.91 / 6.91" multiplicity=2
Fe -0.60 0.25 -0.12
Cl -3.16 0.03 0.13
C -2.93 0.82 -1.43
C -1.60 0.98 -1.75
C -1.38 1.61 -2.97
Cl 0.24 1.89 -3.52
C -2.43 2.04 -3.78
Cl -2.11 2.81 -5.28
C -3.76 1.85 -3.38
Cl -5.06 2.38 -4.38
C -4.02 1.22 -2.17
Cl -5.63 0.95 -1.62
N 6.01 -4.03 -6.68
C 5.28 -3.56 -5.93
C 4.35 -2.97 -5.00
C 3.15 -2.43 -5.46
C 2.26 -1.88 -4.55
C 2.57 -1.84 -3.20
C 3.78 -2.37 -2.75
C 4.67 -2.93 -3.64
C 1.62 -1.23 -2.24
C 1.99 -0.04 -1.64
C 3.15 0.72 -1.92
C 3.03 1.90 -1.23
C 1.79 1.83 -0.56
N 1.17 0.68 -0.77
C 0.40 -1.89 -2.03
C 0.03 -3.13 -2.60
C -1.23 -3.42 -2.12
C -1.58 -2.36 -1.27
N -0.61 -1.44 -1.21
H 2.92 -2.46 -6.51
H 1.33 -1.46 -4.90
H 4.02 -2.33 -1.69
H 5.61 -3.35 -3.30
H 3.95 0.42 -2.57
H 3.71 2.74 -1.22
H 1.34 2.62 0.02
H 0.63 -3.73 -3.27
H -1.84 -4.28 -2.33
H -2.51 -2.24 -0.76
O 1.30 1.38 2.50
C 0.42 2.13 2.14
N -0.58 1.82 1.24
S -1.58 3.11 0.97
O -1.44 3.64 -0.36
O -2.91 2.81 1.44
C -0.79 4.19 2.12
C -1.11 5.49 2.46
C -0.29 6.12 3.38
C 0.81 5.46 3.94
C 1.11 4.15 3.58
C 0.28 3.53 2.66
H -1.96 5.99 2.02
H -0.50 7.14 3.68
H 1.44 5.98 4.65
H 1.95 3.62 4.00
C -3.12 -1.64 4.71
N -2.87 -1.27 3.30
C -2.75 -2.50 2.46
C -1.68 -0.30 3.14
C -0.41 -1.00 2.75
C 0.27 -1.67 3.77
C 1.41 -2.40 3.51
C 1.87 -2.44 2.20
C 1.21 -1.74 1.20
C 0.07 -0.97 1.43
H -4.00 -2.29 4.76
H -3.29 -0.74 5.29
H -2.25 -2.18 5.08
H -3.68 -0.75 2.97
H -1.96 -3.12 2.87
H -2.48 -2.23 1.45
H -3.70 -3.03 2.48
H -1.61 0.21 4.10
H -1.98 0.42 2.40
H -0.09 -1.60 4.80
H 1.94 -2.91 4.30
H 2.76 -3.01 1.96
H 1.64 -1.78 0.21

[8]
33
Properties=species:S:1:pos:R:3 method="wB97M-V/def2-TZVPD" total_charge=0 orbital_gap_ev="8.47 / 7.62"
C 2.58 -0.30 -1.53
C 3.68 -0.76 0.57
C -0.16 2.81 -0.49
C -0.48 1.44 1.66
C -1.93 -2.38 0.09
C -3.66 -0.74 -0.45
C 2.35 -0.21 0.00
C -0.93 1.64 0.21
C -2.25 -0.89 0.13
N 1.28 -1.01 0.49
P -0.93 0.05 -0.84
H 3.36 0.54 -1.92
H 2.89 -1.21 -1.91
H 1.65 -0.07 -2.26
H 3.79 -0.31 1.64
H 4.44 -0.44 -0.07
H 3.36 -1.83 0.69
H -0.10 2.81 -1.59
H -0.44 3.73 -0.22
H 1.00 2.72 -0.27
H -0.60 2.45 2.09
H 0.50 0.97 1.79
H -1.06 0.85 2.29
H -1.32 -2.44 -0.87
H -1.38 -2.67 0.88
H -2.78 -3.08 0.00
H -3.98 -1.57 -1.17
H -3.70 0.24 -1.01
H -4.35 -0.84 0.34
H 2.33 0.76 0.42
H -2.03 2.07 0.37
H -2.10 -0.63 1.12
H 0.97 -1.69 -0.19

What did we get for ΔE to the lowest compared entry with this formula, charge and spin? Answer: 13.6; 0.0; 4.5; 4.6; 38.9; 126.2; 1.5; 110.3 kcal per mole, in the order shown.